Density functional theory data (the ωB97M-V functional and the def2-TZVPD basis) for a structure of composition C31H41N2O4OsP2.

Last column: Löwdin charge in e.
Cartesian coordinates (Å):
Os 0.296 -0.237 -0.274  1.33
C 3.061 1.238 2.319  -0.08
C 1.973 0.374 2.968  -0.51
C 1.847 0.651 4.472  -0.07
P 0.405 0.490 2.032  1.00
C -0.986 -0.331 2.898  -0.53
C -0.611 -1.779 3.242  -0.09
C -1.538 0.459 4.086  -0.06
C -0.087 2.195 1.698  -0.29
C 0.229 3.315 2.446  -0.04
C -0.202 4.575 2.034  0.00
C -0.937 4.715 0.862  0.00
C -1.281 3.603 0.114  0.00
C -0.878 2.338 0.542  -0.30
N -1.208 1.159 -0.158  -0.10
C -2.437 0.989 -0.748  -0.25
C -3.530 1.851 -0.482  0.02
C -4.710 1.689 -1.174  0.00
C -4.841 0.677 -2.126  0.01
C -3.793 -0.226 -2.339  -0.03
C -2.611 -0.099 -1.646  -0.28
P -1.262 -1.290 -1.752  0.98
C -0.696 -1.412 -3.486  -0.52
C -0.333 -0.028 -4.031  -0.08
C 0.477 -2.393 -3.580  -0.09
C -1.857 -2.911 -1.154  -0.52
C -2.638 -3.683 -2.219  -0.07
C -2.656 -2.733 0.141  -0.08
H 4.019 1.010 2.788  0.10
H 2.872 2.302 2.460  0.08
H 3.158 1.048 1.248  0.05
H 2.244 -0.678 2.836  0.11
H 1.478 1.656 4.683  0.08
H 2.841 0.568 4.917  0.10
H 1.206 -0.066 4.978  0.07
H -1.761 -0.338 2.125  0.08
H 0.131 -1.819 4.041  0.08
H -0.215 -2.327 2.382  0.06
H -1.495 -2.313 3.596  0.10
H -0.841 0.503 4.920  0.07
H -2.442 -0.038 4.443  0.10
H -1.812 1.478 3.808  0.08
H 0.799 3.224 3.361  0.11
H 0.046 5.447 2.627  0.13
H -1.236 5.699 0.526  0.13
H -1.821 3.713 -0.819  0.14
H -3.448 2.617 0.278  0.13
H -5.542 2.351 -0.971  0.14
H -5.762 0.574 -2.685  0.13
H -3.923 -1.024 -3.059  0.12
H -1.554 -1.809 -4.036  0.12
H 0.453 0.439 -3.429  0.05
H -1.188 0.648 -4.059  0.09
H 0.047 -0.126 -5.049  0.10
H 1.374 -1.954 -3.131  0.07
H 0.703 -2.596 -4.627  0.10
H 0.277 -3.351 -3.097  0.08
H -0.936 -3.453 -0.920  0.10
H -3.575 -3.184 -2.475  0.08
H -2.901 -4.660 -1.812  0.10
H -2.068 -3.853 -3.132  0.08
H -3.623 -2.264 -0.054  0.09
H -2.126 -2.129 0.883  0.04
H -2.844 -3.710 0.587  0.10
O 3.051 -3.561 -0.055  0.23
C 2.479 -2.410 -0.243  -0.43
O 1.289 -2.182 -0.042  -0.09
C 3.358 -1.330 -0.747  -0.17
C 4.711 -1.457 -1.002  0.08
C 5.375 -0.339 -1.488  0.04
C 4.663 0.836 -1.693  0.07
C 3.310 0.856 -1.400  -0.17
N 2.676 -0.210 -0.934  0.08
C 2.370 2.017 -1.555  -0.43
O 2.795 3.208 -1.895  0.23
O 1.190 1.832 -1.345  0.02
H 2.428 -4.232 0.278  0.18
H 5.223 -2.396 -0.832  0.15
H 6.434 -0.383 -1.709  0.15
H 5.174 1.706 -2.088  0.14
H 3.745 3.262 -2.071  0.14

Values from the calculation:
net charge = +3
spin multiplicity = 5
HOMO (alpha / beta) = -16.256 / -17.089 eV
LUMO energy (alpha / beta) = -0.338 / -0.402 Eh